A 2-piece molecular cluster, C2H2NO4 overall. Source: OMol25; level of theory: the ωB97M-V functional and the def2-TZVPD basis.

## Properties
- orbital gap (Eh) = 0.3333
- energy relative to the best compared isomer or geometry (same formula, charge and spin) (kcal per mole) = 8.1
- charge = -1
- E_HOMO (eV) = -5.337
- 2S+1 = 1

Structure (XYZ):
```
9
Properties=species:S:1:pos:R:3:forces:R:3:lowdin_charge:R:1
C -0.991 -0.336 2.731 1.0328 0.0451 -1.4283 -0.439
C 0.858 0.394 -1.441 -2.2084 -1.5353 0.2890 -0.812
N -0.354 -0.472 1.739 -2.5486 -0.5767 5.0746 0.234
O -0.272 -0.216 -2.140 0.9311 1.1921 -2.5045 -0.065
O -1.567 -0.178 3.759 -0.1387 -0.1101 0.0672 0.037
O 1.619 1.015 -2.122 1.6913 1.4140 -1.5789 0.005
O 0.839 0.161 -0.226 0.4947 -0.0555 -0.0698 -0.047
H -0.010 -0.466 0.820 1.1351 0.5457 -2.7799 -0.030
H -0.121 0.098 -3.122 -0.3895 -0.9193 2.9306 0.118
```
Positions in Å, forces in eV/Å.

A 2-piece molecular cluster, C2H2NO4S overall. Source: OMol25; level of theory: the ωB97M-V functional and the def2-TZVPD basis.

## Properties
- orbital gap (Eh) = 0.2773
- energy relative to the best compared isomer or geometry (same formula, charge and spin) (kcal per mole) = 22.9
- charge = -1
- E_HOMO (eV) = -4.230
- 2S+1 = 1

Structure (XYZ):
```
10
Properties=species:S:1:pos:R:3:forces:R:3:lowdin_charge:R:1
C 0.098 1.349 -0.111 0.8437 -0.6171 1.4560 -0.054
C -1.009 2.382 0.001 0.9339 -1.5906 3.2383 -0.766
N -0.196 0.070 -0.002 2.5161 0.2172 0.8623 0.054
O -1.581 2.935 -0.892 -1.0325 1.1030 -1.3588 0.004
O -1.085 2.414 1.305 0.0522 0.2774 -2.4896 -0.093
O 2.622 -0.391 0.421 -0.1700 1.2254 0.8941 -0.549
O 3.352 1.539 -0.798 0.0996 0.6653 0.3931 -0.523
S 2.748 1.086 0.441 -1.0060 -1.7493 -1.5426 0.786
H -0.998 -0.438 -0.158 -3.0794 -0.2428 -0.5964 0.066
H 0.406 -0.574 0.527 0.8425 0.7115 -0.8564 0.074
```
Positions in Å, forces in eV/Å.

A 2-piece molecular cluster, C2H2NO4S overall. Source: OMol25; level of theory: the ωB97M-V functional and the def2-TZVPD basis.

## Properties
- orbital gap (Eh) = 0.2808
- energy relative to the best compared isomer or geometry (same formula, charge and spin) (kcal per mole) = 79.4
- charge = -1
- E_HOMO (eV) = -4.097
- 2S+1 = 1

Structure (XYZ):
```
10
Properties=species:S:1:pos:R:3:forces:R:3:lowdin_charge:R:1
C 2.385 0.355 -0.086 0.7050 0.6125 -2.3085 -0.568
C 1.111 -0.141 0.149 -3.5989 2.0545 -0.7514 0.002
N -2.337 -0.088 -0.133 0.9422 -0.4621 -0.2558 -0.953
O 3.267 0.791 -0.742 1.0196 0.5786 -0.5214 0.124
O 2.200 -0.045 1.111 0.6708 -0.9568 3.5857 0.144
O -1.869 -1.128 -0.645 0.8093 0.7800 0.2957 -0.168
O -1.604 0.861 0.247 -0.4729 -0.6361 -0.3601 -0.182
S -3.969 -0.017 0.031 -1.7182 0.4395 0.3265 0.437
H 0.144 0.419 0.249 1.3685 0.6699 0.5620 0.088
H 0.671 -1.008 -0.181 0.2746 -3.0799 -0.5727 0.076
```
Positions in Å, forces in eV/Å.

A 2-piece molecular cluster, C2H2NOS2 overall. Source: OMol25; level of theory: the ωB97M-V functional and the def2-TZVPD basis.

## Properties
- orbital gap (Eh) = 0.2688
- energy relative to the best compared isomer or geometry (same formula, charge and spin) (kcal per mole) = 24.0
- charge = -1
- E_HOMO (eV) = -3.950
- 2S+1 = 1

Structure (XYZ):
```
8
Properties=species:S:1:pos:R:3:forces:R:3:lowdin_charge:R:1
C 0.901 -1.267 -0.153 2.2249 -1.1072 0.0606 -0.397
C -1.061 -0.140 0.227 0.7243 0.6378 -0.1450 -1.005
N -0.434 -1.200 0.102 0.4359 -0.6128 -0.3424 0.011
O 1.517 -2.315 -0.420 -1.3017 2.2551 0.4485 -0.038
S 0.496 1.790 -0.235 -0.5349 0.5981 0.0394 0.127
S -2.440 0.514 0.545 -1.8259 0.7433 0.3896 0.575
H 1.397 -0.245 0.011 -0.1847 -1.3546 -0.4339 0.012
H -0.377 2.862 -0.078 0.4620 -1.1596 -0.0168 -0.284
```
Positions in Å, forces in eV/Å.

C2H2O as an isolated structure. Source: OMol25; level of theory: the ωB97M-V functional and the def2-TZVPD basis.

## Properties
- orbital gap (Eh) = 0.3276
- energy relative to the best compared isomer or geometry (same formula, charge and spin) (kcal per mole) = 84.6
- E_HOMO (eV) = -9.203
- 2S+1 = 1

Structure (XYZ):
```
5
Properties=species:S:1:pos:R:3:forces:R:3:lowdin_charge:R:1
C -0.471 0.027 0.288 0.5938 -0.2929 -0.2743 -0.362
C 0.374 -0.191 -0.682 0.3936 -1.2312 -0.2288 0.223
O 0.397 -0.035 1.203 0.1844 0.0464 0.6336 0.016
H -1.480 -0.129 0.231 -2.8882 0.2141 0.9270 0.091
H 1.180 0.328 -1.039 1.7164 1.2635 -1.0575 0.032
```
Positions in Å, forces in eV/Å.

C2H2O2 as an isolated structure. Source: OMol25; level of theory: the ωB97M-V functional and the def2-TZVPD basis.

## Properties
- orbital gap (Eh) = 0.3557
- energy relative to the best compared isomer or geometry (same formula, charge and spin) (kcal per mole) = 188.6
- E_HOMO (eV) = -10.364
- 2S+1 = 1

Structure (XYZ):
```
6
Properties=species:S:1:pos:R:3:forces:R:3:lowdin_charge:R:1
C -0.336 -0.526 0.002 8.5616 0.4783 -1.8138 0.003
C -1.385 -0.643 0.538 -6.3407 -3.2559 -1.2294 -0.048
O 2.344 0.044 -0.172 0.4842 3.3585 0.8840 -0.048
O 1.328 -0.684 -0.624 -5.3125 -1.8427 -0.5148 -0.152
H -2.367 -1.312 0.096 2.7467 2.5617 2.1732 0.141
H 3.088 -0.517 0.034 -0.1391 -1.3000 0.5008 0.104
```
Positions in Å, forces in eV/Å.

A 2-piece molecular cluster, C2H2O2S overall. Source: OMol25; level of theory: the ωB97M-V functional and the def2-TZVPD basis.

## Properties
- orbital gap (alpha / beta) (Eh) = 0.3454 / 0.2323
- energy relative to the best compared isomer or geometry (same formula, charge and spin) (kcal per mole) = 82.3
- E_HOMO (alpha / beta) (eV) = -8.484 / -10.825
- 2S+1 = 3

Structure (XYZ):
```
7
Properties=species:S:1:pos:R:3:forces:R:3:lowdin_spin:R:1
C -0.451 -0.481 -1.880 0.3240 2.1058 -1.9240 0.001
C -1.075 -1.505 -2.036 2.0806 3.5949 0.5451 0.000
O -0.224 1.640 2.576 -2.8529 1.0703 -0.2365 0.607
O 2.212 1.440 2.734 4.2960 1.2612 0.1778 0.545
S 0.947 0.801 2.699 -1.4477 -2.3347 0.0466 0.847
H -0.011 0.536 -2.195 -0.8670 -2.2844 1.1766 0.000
H -1.397 -2.431 -1.899 -1.5329 -3.4131 0.2143 0.000
```
Positions in Å, forces in eV/Å.

A 2-piece molecular cluster, C2H2O2S overall. Source: OMol25; level of theory: the ωB97M-V functional and the def2-TZVPD basis.

## Properties
- orbital gap (alpha / beta) (Eh) = 0.2860 / 0.2898
- energy relative to the best compared isomer or geometry (same formula, charge and spin) (kcal per mole) = 23.4
- E_HOMO (alpha / beta) (eV) = -7.023 / -10.473
- 2S+1 = 3

Structure (XYZ):
```
7
Properties=species:S:1:pos:R:3:forces:R:3:lowdin_spin:R:1
C -3.457 -0.209 -0.455 -1.2178 -1.4522 -0.3760 -0.002
C 0.309 -0.904 0.019 4.6803 -1.3883 -0.4564 0.760
O -3.652 -1.184 -1.038 0.6308 -0.0439 -0.4272 0.005
O -0.878 -0.638 0.027 -4.3022 0.9685 0.1152 0.987
S -3.461 1.031 0.440 0.3065 1.6455 0.8306 0.003
H 0.724 -1.588 -0.714 -0.2035 -0.3086 -0.4092 0.127
H 1.072 -0.538 0.675 0.1059 0.5789 0.7229 0.120
```
Positions in Å, forces in eV/Å.

One molecule with the formula C2H2O2S2. Source: OMol25; level of theory: the ωB97M-V functional and the def2-TZVPD basis.

## Properties
- orbital gap (Eh) = 0.3472
- energy relative to the best compared isomer or geometry (same formula, charge and spin) (kcal per mole) = 4.1
- E_HOMO (eV) = -10.215
- 2S+1 = 1

Structure (XYZ):
```
8
Properties=species:S:1:pos:R:3:forces:R:3:lowdin_charge:R:1
C -0.539 -0.544 -0.038 -1.2803 -0.5232 0.6513 -0.769
C 0.575 0.560 0.016 -0.0204 -1.0077 -0.4320 -0.835
H -1.683 1.415 -0.061 -0.6793 -1.1984 -0.0088 -0.069
H 1.653 -1.393 0.173 0.2468 0.3463 -0.2587 -0.081
O -0.311 -1.732 0.025 0.0340 1.0529 -0.2038 -0.030
O 0.368 1.733 0.031 -0.5595 0.7319 0.0627 -0.001
S -2.192 0.102 -0.063 1.1723 1.2009 -0.1099 0.859
S 2.130 -0.142 -0.082 1.0864 -0.6028 0.2992 0.926
```
Positions in Å, forces in eV/Å.

A 2-piece molecular cluster, C2H2O2S2 overall. Source: OMol25; level of theory: the ωB97M-V functional and the def2-TZVPD basis.

## Properties
- orbital gap (alpha / beta) (Eh) = 0.2810 / 0.2810
- energy relative to the best compared isomer or geometry (same formula, charge and spin) (kcal per mole) = 48.8
- E_HOMO (alpha / beta) (eV) = -9.279 / -9.279
- 2S+1 = 1

Structure (XYZ):
```
8
Properties=species:S:1:pos:R:3:forces:R:3:lowdin_charge:R:1
C 1.120 1.126 -0.593 -0.1343 -3.9809 0.8148 -0.306
C 0.968 -0.039 0.008 -0.4662 0.3562 1.5112 -0.041
O 4.117 1.002 1.296 -0.7689 1.8385 2.9266 -0.574
O 1.476 2.006 -1.216 0.3802 2.6013 -1.1144 0.185
S 4.503 0.523 0.032 0.5592 -1.9794 -2.4702 0.369
S 4.127 -1.309 -0.176 0.3050 0.1314 -0.4912 0.247
H 0.709 -1.036 -0.287 -0.1007 0.1542 -1.4762 0.056
H 0.914 -0.104 1.084 0.2258 0.8787 0.2995 0.064
```
Positions in Å, forces in eV/Å.

One molecule with the formula C2H2O2S2. Source: OMol25; level of theory: the ωB97M-V functional and the def2-TZVPD basis.

## Properties
- orbital gap (Eh) = 0.2906
- energy relative to the best compared isomer or geometry (same formula, charge and spin) (kcal per mole) = 5.1
- E_HOMO (eV) = -9.138
- 2S+1 = 1

Structure (XYZ):
```
8
Properties=species:S:1:pos:R:3:forces:R:3:lowdin_charge:R:1
C 0.405 -0.237 0.487 0.1151 0.9572 -0.6790 -1.139
C -0.509 0.203 -0.658 -0.7171 -0.4513 0.5561 -0.626
H 2.499 -0.254 1.325 -0.2096 0.5444 -0.8740 -0.081
H -2.283 0.235 -1.123 0.0295 -0.3335 0.8835 0.147
O -1.800 -0.063 -0.311 0.3900 0.8669 -2.0617 0.029
O -0.158 0.713 -1.693 -0.1757 -0.3691 0.7673 0.086
S 2.017 0.325 0.162 0.4397 -0.7687 0.9632 0.817
S -0.171 -0.922 1.811 0.1282 -0.4459 0.4447 0.767
```
Positions in Å, forces in eV/Å.

C2H2O2Sc as an isolated structure. Source: OMol25; level of theory: the ωB97M-V functional and the def2-TZVPD basis.

## Properties
- orbital gap (alpha / beta) (Eh) = 0.2696 / 0.2870
- energy relative to the best compared isomer or geometry (same formula, charge and spin) (kcal per mole) = 12.5
- charge = +2
- E_HOMO (alpha / beta) (eV) = -19.956 / -20.367
- 2S+1 = 2

Structure (XYZ):
```
7
Properties=species:S:1:pos:R:3:forces:R:3:lowdin_spin:R:1
O 0.380 -0.324 1.523 -1.9410 0.2695 1.0185 0.126
C 0.854 -0.331 0.371 -1.1109 1.6492 -3.5384 0.543
C 0.029 0.112 -0.758 1.7988 -4.1872 0.7565 0.136
O -1.223 0.370 -0.457 -0.6809 0.3558 2.6079 0.046
Sc -1.695 -0.140 1.406 1.9002 0.5781 -1.5502 0.130
H 0.273 -0.365 -1.720 0.2062 1.1993 -0.1448 0.004
H 1.382 0.678 -0.365 -0.1725 0.1353 0.8504 0.015
```
Positions in Å, forces in eV/Å.